Record 1
59
Properties=species:S:1:pos:R:3:lowdin_spin:R:1 method="wB97M-V/def2-TZVPD" homo_energy_ev="-12.4 / -13.9" e_tot_ha=-2515.15817 max_force_ha_per_bohr=0.0982 multiplicity=4 orbital_gap_ev="7.2377 / 5.1686" charge=+2 s_squared=3.8243
C -4.429 0.070 0.727 0.00
C -3.754 -1.147 0.892 0.00
C -2.407 -1.150 1.283 0.00
C -1.748 0.057 1.526 0.00
C -0.291 0.047 1.962 0.08
N 0.570 0.041 0.801 0.52
C 1.845 0.056 0.984 0.07
N 2.741 0.076 -0.052 0.20
C 4.108 0.071 0.375 0.03
C 3.999 0.056 1.898 0.01
N 2.581 0.060 2.136 0.02
C -2.405 1.271 1.316 0.00
C -3.752 1.281 0.928 0.00
H -5.483 0.075 0.437 0.00
H -4.268 -2.092 0.724 0.00
H -1.858 -2.087 1.389 0.00
H -0.130 0.942 2.592 0.03
H -0.141 -0.855 2.585 0.03
H 2.436 0.060 -1.013 0.00
H 4.618 -0.819 -0.006 0.01
H 4.616 0.969 0.011 0.01
H 4.450 -0.842 2.328 0.00
H 4.458 0.941 2.344 0.00
H 2.174 0.010 3.060 0.00
H -1.854 2.204 1.449 0.00
H -4.265 2.232 0.788 0.00
O -5.347 1.107 10.256 0.04
C -5.000 1.485 9.209 0.02
Cr -4.194 2.230 7.656 0.85
C -2.617 1.497 8.372 -0.01
O -1.685 1.091 8.945 -0.01
C -3.797 3.728 8.758 0.02
O -3.503 4.523 9.557 0.04
C -5.891 2.908 6.478 0.05
C -5.863 1.510 6.508 0.00
C -4.688 0.820 6.159 0.03
C -3.538 1.499 5.689 0.03
C -2.296 0.768 5.434 0.18
C -1.285 0.063 5.458 0.04
C -0.071 -0.573 5.490 0.32
C 0.109 -1.832 6.147 0.03
C 1.365 -2.511 6.244 0.09
C 1.467 -3.762 6.843 -0.01
C 0.332 -4.389 7.391 0.12
C -0.904 -3.727 7.342 -0.01
C -1.009 -2.479 6.740 0.10
C -3.568 2.913 5.751 0.03
C -4.745 3.609 6.086 0.00
H -6.790 3.454 6.783 0.00
H -6.732 0.957 6.852 0.00
H -4.624 -0.264 6.282 0.00
H 0.807 -0.069 5.080 0.01
H 2.257 -2.038 5.826 0.00
H 2.429 -4.279 6.896 0.00
H 0.416 -5.372 7.852 0.01
H -1.790 -4.198 7.776 0.00
H -1.973 -1.967 6.695 0.00
H -2.643 3.464 5.554 0.00
H -4.745 4.696 6.091 0.00

***

Record 2
47
Properties=species:S:1:pos:R:3:mulliken_charge:R:1 method="wB97M-V/def2-TZVPD" homo_energy_ev=-9.3 e_tot_ha=-1636.85520 smiles="Cc1nccc(-c2cccc(NS(=O)(=O)c3cc(C(=O)O)cc(C)c3C)c2)n1" max_force_ha_per_bohr=0.0964 e_above_lowest_ev=3.140 orbital_gap_ev=9.0075
O -0.939 4.298 -1.515 -0.65
O -1.435 -3.057 -0.697 -0.65
O -2.950 -2.280 -2.329 -0.75
N 3.432 -0.859 3.284 -0.60
N 2.674 -1.760 1.247 -0.48
O -0.687 2.993 -3.319 -0.40
C -1.090 3.193 -2.055 0.63
C 3.133 -1.946 2.449 0.64
C 3.428 0.343 2.797 -0.24
C 2.643 -0.460 0.790 0.48
C 2.987 0.616 1.594 -1.12
C 1.845 0.915 -2.708 -0.60
C 2.445 0.849 -1.433 -0.81
C 0.888 0.007 -3.200 -0.35
C 1.201 -1.213 -1.171 -0.60
C -2.185 2.431 0.076 -1.06
C -1.860 0.788 -1.777 -1.21
C -1.734 2.124 -1.220 0.07
C 2.115 -0.265 -0.679 1.03
C 0.600 -1.108 -2.401 0.00
C -2.555 1.319 0.925 1.22
C -2.557 0.039 0.394 0.96
C -2.075 -0.287 -0.942 -0.05
N -0.554 -1.802 -2.769 -0.18
C 2.802 -3.233 3.081 -1.07
C -3.044 1.712 2.275 -1.57
C -2.846 -1.124 1.385 -1.88
S -1.766 -1.959 -1.594 1.45
H -0.308 3.884 -3.380 0.32
H 3.753 0.945 3.633 0.48
H 2.957 1.605 1.300 0.48
H 1.844 1.679 -3.444 0.39
H 3.110 1.688 -1.069 0.30
H 0.312 0.311 -4.087 0.46
H 0.923 -2.087 -0.542 0.56
H -2.133 3.408 0.518 0.44
H -1.593 0.655 -2.828 0.75
H -0.332 -2.615 -3.299 0.35
H 2.882 -3.277 4.149 0.35
H 1.721 -3.441 2.988 0.27
H 3.476 -3.965 2.577 0.26
H -4.128 1.393 2.262 0.34
H -2.669 1.081 3.054 0.38
H -2.891 2.727 2.703 0.36
H -3.786 -1.023 1.956 0.40
H -2.072 -1.161 2.134 0.41
H -2.982 -2.080 0.884 0.49

***

Record 3
20
Properties=species:S:1:pos:R:3:lowdin_spin:R:1 method="wB97M-V/def2-TZVPD" homo_energy_ev="-13.7 / -15.1" e_tot_ha=-402.35792 max_force_ha_per_bohr=0.0942 multiplicity=3 e_above_lowest_ev=4.302 orbital_gap_ev="7.7003 / 7.7592" charge=+1 s_squared=2.0210
C -1.918 0.099 0.286 0.08
C -0.486 -0.364 -1.783 0.00
C -0.038 -1.597 0.536 0.02
C 1.577 1.845 1.658 0.25
C -0.483 -0.407 -0.251 0.06
N 0.312 0.722 0.055 0.62
O 2.202 0.766 -0.845 0.90
O 0.602 1.123 1.263 0.03
H -2.013 1.146 0.011 0.00
H -2.564 -0.600 -0.360 0.01
H -2.032 -0.047 1.327 0.00
H 0.499 -0.321 -2.050 0.00
H -0.934 0.557 -2.095 0.00
H -0.934 -1.297 -2.014 0.00
H 0.659 -1.394 1.358 0.00
H -0.878 -2.113 1.048 0.00
H 0.354 -2.347 -0.261 0.00
H 2.194 -0.002 -1.437 0.02
H 1.396 2.177 2.611 0.01
H 2.486 2.053 0.944 0.01

***

Record 4
148
Properties=species:S:1:pos:R:3:mulliken_charge:R:1 method="wB97M-V/def2-TZVPD" homo_energy_ev=-11.2 e_tot_ha=-2868.86210 max_force_ha_per_bohr=0.2529 e_above_lowest_ev=30.984 orbital_gap_ev=0.8047 charge=+4
C 8.870 9.132 19.776 -0.80
C 7.712 8.670 19.387 0.01
C 6.618 9.594 19.096 0.29
N 5.981 9.587 18.089 0.20
C 4.987 10.704 17.835 -0.97
C 5.007 9.419 14.041 -0.86
C 4.190 8.809 15.145 -0.43
C 4.429 8.275 16.499 -0.58
C 5.551 8.245 17.556 -0.56
H 9.077 10.167 19.835 0.24
H 9.873 8.709 19.650 0.28
H 5.905 13.776 21.380 -0.16
H 7.920 7.699 18.839 0.23
H 22.349 12.367 16.596 -0.12
H 7.188 10.704 19.677 0.27
H 5.561 3.274 18.638 -0.13
H 5.614 11.534 17.547 0.35
H 4.460 11.033 18.767 0.35
H 4.127 10.287 17.227 0.37
H 4.484 9.447 13.109 0.35
H 4.787 10.387 14.605 0.27
H 3.244 9.066 14.880 0.50
H 6.064 9.186 13.785 0.32
H 3.430 8.211 16.945 0.52
H 4.559 7.232 15.764 0.27
H 5.259 7.668 18.439 0.44
H 6.449 7.823 17.239 0.47
C 18.714 7.988 9.868 -1.29
C 17.543 7.576 8.926 -0.25
C 16.321 7.216 9.812 -1.01
N 15.087 6.812 9.036 0.29
C 15.454 5.887 7.916 -1.24
C 14.299 7.962 8.428 -0.64
C 12.961 7.371 7.935 -0.69
C 12.720 6.219 8.997 -0.65
C 14.042 6.158 9.874 -0.55
H 19.552 8.322 9.214 0.39
H 19.051 7.127 10.475 0.50
H 18.482 8.923 10.383 0.10
H 17.942 6.791 8.257 0.63
H 17.306 8.418 8.227 0.24
H 15.993 8.056 10.477 0.24
H 16.507 6.380 10.536 0.44
H 14.574 5.529 7.506 0.57
H 16.050 5.107 8.344 0.38
H 15.921 6.481 7.151 0.39
H 14.871 8.483 7.666 0.50
H 14.136 8.686 9.194 0.45
H 12.885 6.935 6.940 0.32
H 12.278 8.207 7.954 0.38
H 12.621 5.228 8.505 0.34
H 11.902 6.371 9.725 0.34
H 14.297 5.093 9.982 0.35
H 13.959 6.761 10.749 0.45
C 12.136 16.555 4.746 -1.36
C 12.701 16.651 6.194 -0.18
C 13.687 15.534 6.344 -1.20
N 14.675 15.508 7.483 0.73
C 15.606 14.338 7.296 -1.80
C 13.920 15.440 8.828 -0.73
C 13.983 16.844 9.416 -0.44
C 15.345 17.276 9.013 -0.62
C 15.524 16.768 7.601 -0.60
H 11.611 17.458 4.493 0.38
H 11.468 15.687 4.645 0.34
H 12.956 16.311 4.124 0.40
H 11.890 16.604 6.916 0.33
H 13.107 17.655 6.311 0.40
H 14.303 15.663 5.472 0.47
H 13.254 14.577 6.387 0.42
H 16.092 14.495 6.365 0.47
H 15.170 13.352 7.330 0.63
H 16.329 14.280 8.115 0.59
H 14.375 14.746 9.488 0.42
H 12.898 15.103 8.660 0.28
H 13.869 16.882 10.509 0.38
H 13.182 17.483 8.989 0.26
H 16.077 16.831 9.630 0.37
H 15.478 18.366 9.116 0.35
H 16.504 16.481 7.341 0.35
H 15.231 17.557 6.834 0.31
C 20.311 12.574 14.249 -1.43
C 21.459 12.265 13.367 -0.48
C 21.282 10.813 12.841 -0.48
N 22.182 10.266 11.715 0.22
C 22.141 8.719 11.734 -0.57
C 22.853 8.061 12.943 -0.53
C 24.327 8.394 12.752 -0.66
C 24.469 10.011 12.828 -0.82
C 23.647 10.715 11.716 -0.67
C 21.544 10.689 10.402 -0.72
H 20.191 11.872 15.117 0.31
H 19.379 12.556 13.700 0.40
H 20.400 13.618 14.625 0.34
H 22.369 12.461 13.864 0.42
H 21.523 12.974 12.552 0.37
H 20.264 10.748 12.513 0.17
H 21.376 10.109 13.665 0.36
H 21.036 8.509 11.739 0.19
H 22.672 8.397 10.868 0.50
H 22.504 8.251 13.982 0.34
H 22.779 6.968 12.768 0.36
H 24.893 7.955 13.581 0.39
H 24.620 8.018 11.703 0.26
H 24.223 10.359 13.832 0.34
H 25.439 10.354 12.564 0.46
H 23.646 11.796 11.738 0.49
H 23.954 10.392 10.675 0.46
H 21.738 11.755 10.135 0.32
H 20.456 10.551 10.546 0.07
H 21.888 10.057 9.589 0.45
C 20.711 20.198 14.713 -0.99
C 21.093 19.750 16.019 -0.36
C 19.896 21.045 17.374 -1.56
N 20.360 20.643 18.530 0.23
C 19.823 19.278 19.133 -0.75
C 18.451 18.771 18.897 -0.40
C 17.378 19.638 19.530 -0.68
C 17.577 21.115 18.927 -0.45
C 18.892 21.829 19.301 -0.58
C 21.588 21.132 19.198 -0.98
H 21.669 19.834 14.274 0.34
H 20.679 21.316 14.597 0.30
H 20.039 19.507 14.169 0.32
H 21.772 20.185 16.762 0.40
H 20.733 18.763 16.371 0.20
H 19.126 20.502 16.931 0.54
H 20.149 22.024 16.973 0.49
H 20.655 18.646 18.757 0.56
H 20.032 19.325 20.197 0.43
H 18.258 18.727 17.745 0.20
H 18.571 17.573 19.153 0.31
H 16.334 19.450 19.285 0.36
H 17.411 19.209 20.589 0.33
H 17.299 21.385 17.893 0.28
H 16.904 21.699 19.553 0.42
H 19.173 22.684 18.727 0.40
H 19.495 21.785 20.228 0.42
H 21.934 22.160 18.818 0.29
H 22.361 20.463 18.978 0.44
H 21.357 21.167 20.255 0.47
P 17.179 11.637 9.570 1.47
F 16.528 10.128 9.843 -0.42
F 15.900 12.256 10.252 -0.44
F 17.806 11.595 11.055 -0.41
F 17.763 13.095 9.317 -0.41
F 18.526 10.981 8.933 -0.35
F 16.444 11.618 8.142 -0.39

***

Please write out number 2 again, unchanged.
47
Properties=species:S:1:pos:R:3:mulliken_charge:R:1 method="wB97M-V/def2-TZVPD" homo_energy_ev=-9.3 e_tot_ha=-1636.85520 smiles="Cc1nccc(-c2cccc(NS(=O)(=O)c3cc(C(=O)O)cc(C)c3C)c2)n1" max_force_ha_per_bohr=0.0964 e_above_lowest_ev=3.140 orbital_gap_ev=9.0075
O -0.939 4.298 -1.515 -0.65
O -1.435 -3.057 -0.697 -0.65
O -2.950 -2.280 -2.329 -0.75
N 3.432 -0.859 3.284 -0.60
N 2.674 -1.760 1.247 -0.48
O -0.687 2.993 -3.319 -0.40
C -1.090 3.193 -2.055 0.63
C 3.133 -1.946 2.449 0.64
C 3.428 0.343 2.797 -0.24
C 2.643 -0.460 0.790 0.48
C 2.987 0.616 1.594 -1.12
C 1.845 0.915 -2.708 -0.60
C 2.445 0.849 -1.433 -0.81
C 0.888 0.007 -3.200 -0.35
C 1.201 -1.213 -1.171 -0.60
C -2.185 2.431 0.076 -1.06
C -1.860 0.788 -1.777 -1.21
C -1.734 2.124 -1.220 0.07
C 2.115 -0.265 -0.679 1.03
C 0.600 -1.108 -2.401 0.00
C -2.555 1.319 0.925 1.22
C -2.557 0.039 0.394 0.96
C -2.075 -0.287 -0.942 -0.05
N -0.554 -1.802 -2.769 -0.18
C 2.802 -3.233 3.081 -1.07
C -3.044 1.712 2.275 -1.57
C -2.846 -1.124 1.385 -1.88
S -1.766 -1.959 -1.594 1.45
H -0.308 3.884 -3.380 0.32
H 3.753 0.945 3.633 0.48
H 2.957 1.605 1.300 0.48
H 1.844 1.679 -3.444 0.39
H 3.110 1.688 -1.069 0.30
H 0.312 0.311 -4.087 0.46
H 0.923 -2.087 -0.542 0.56
H -2.133 3.408 0.518 0.44
H -1.593 0.655 -2.828 0.75
H -0.332 -2.615 -3.299 0.35
H 2.882 -3.277 4.149 0.35
H 1.721 -3.441 2.988 0.27
H 3.476 -3.965 2.577 0.26
H -4.128 1.393 2.262 0.34
H -2.669 1.081 3.054 0.38
H -2.891 2.727 2.703 0.36
H -3.786 -1.023 1.956 0.40
H -2.072 -1.161 2.134 0.41
H -2.982 -2.080 0.884 0.49